1.
{"formula": "C8H11NSe", "method": "ωB97M-V/def2-TZVPD", "elements": ["C", "C", "C", "Se", "C", "C", "C", "N", "C", "C", "H", "H", "H", "H", "H", "H", "H", "H", "H", "H", "H"], "positions_angstrom": [[-1.381762, -2.454509, 2.310974], [-0.648542, -1.962010, 1.327227], [-1.159032, -1.737591, -0.044378], [-1.804539, 0.125628, -0.304954], [-0.041127, 1.185771, -0.174243], [1.090602, 0.404730, -0.710986], [1.574003, 0.649412, -1.934278], [1.013385, 1.566747, -2.806683], [0.183876, 2.406347, -2.351301], [-0.198841, 2.521836, -0.899387], [-0.982477, -2.587175, 3.302418], [-2.409603, -2.741187, 2.160866], [0.377117, -1.667741, 1.509748], [-0.406503, -1.906312, -0.815453], [-2.046062, -2.339400, -0.248670], [0.061423, 1.338110, 0.903639], [1.507634, -0.375791, -0.093153], [2.415603, 0.108802, -2.343218], [-0.259032, 3.101259, -3.054602], [-1.220389, 2.897755, -0.810480], [0.464662, 3.261905, -0.435262]], "atomic_forces_ev_per_a": [[0.1, -0.1, 0.1], [0.0, 0.0, 0.0], [-0.1, 0.6, -0.3], [0.6, 0.2, -0.2], [-0.8, -0.3, 0.4], [0.2, 0.0, -0.2], [0.2, -0.5, 0.8], [-0.2, 0.4, -0.8], [-0.2, 0.1, 0.3], [-0.1, -0.3, 0.0], [0.1, 0.0, 0.2], [-0.2, -0.1, -0.1], [0.1, 0.0, 0.1], [-0.1, -0.1, 0.1], [0.1, 0.0, -0.1], [0.0, 0.0, -0.2], [0.1, -0.1, 0.0], [0.1, -0.1, 0.1], [-0.1, 0.1, -0.1], [0.1, 0.1, 0.0], [0.0, 0.0, 0.0]], "homo_ev": -8.36, "smiles": "C=CC[Se][C@H]1C=CN=CC1", "largest_force_ev_per_a": 0.9, "charge": 0, "total_energy_ev": -75308.822}


2.
{"formula": "C8H18BrP", "method": "ωB97M-V/def2-TZVPD", "elements": ["C", "C", "C", "C", "C", "C", "C", "C", "P", "Br", "H", "H", "H", "H", "H", "H", "H", "H", "H", "H", "H", "H", "H", "H", "H", "H", "H", "H"], "positions_angstrom": [[0.679687, -1.365714, -1.539536], [1.670499, -2.724272, 0.479228], [-0.799728, -2.036214, 0.422171], [-1.509481, 1.398111, 0.878589], [0.541415, 2.860993, 0.573462], [-0.346936, 1.653869, -1.431526], [0.605518, -1.657623, -0.016599], [-0.225598, 1.666051, 0.076909], [1.049263, -0.048321, 0.988688], [2.975943, 0.579101, 0.245559], [1.674215, -1.040235, -1.803815], [0.427422, -2.395167, -1.991454], [-0.159153, -0.690577, -1.910221], [1.337142, -3.674466, 0.154865], [1.864530, -2.736152, 1.545736], [2.516668, -2.727065, -0.020398], [-0.693845, -1.926786, 1.503021], [-1.415036, -1.263300, -0.035137], [-1.237956, -3.004706, 0.190065], [-2.221786, 0.534223, 0.593782], [-1.261415, 1.307222, 1.886213], [-2.003956, 2.329720, 0.721129], [-0.199084, 3.676077, 0.938873], [0.921932, 3.328128, -0.241670], [1.305214, 2.603640, 1.340905], [-0.925807, 0.779504, -1.813383], [-0.867168, 2.560696, -1.722165], [0.624098, 1.465522, -1.761895]], "atomic_forces_ev_per_a": [[-1.8, -2.2, 0.1], [-4.3, 0.8, 1.0], [0.6, 1.1, 0.4], [-0.5, -0.6, -2.3], [-2.3, 0.1, 2.8], [-1.9, -1.4, 1.2], [1.8, 0.5, -0.3], [0.6, -3.6, 1.6], [-2.9, 0.8, -0.9], [1.2, 0.0, -0.7], [0.1, 0.2, -0.5], [0.7, 1.4, 0.1], [1.6, -1.0, 0.7], [-1.1, -1.4, 0.1], [-0.2, 0.1, 0.2], [4.5, 1.1, -2.3], [-1.1, -0.1, 0.3], [-0.5, -0.1, 0.5], [0.6, -0.2, -0.3], [1.5, 1.4, 0.1], [0.2, -0.1, 1.8], [-1.2, 0.7, 0.2], [1.0, -1.4, 0.0], [2.0, 1.3, -2.3], [-0.6, 0.6, -0.5], [0.0, 1.0, 0.5], [0.4, 0.3, -0.5], [1.6, 0.6, -1.3]], "homo_ev": -8.06, "largest_force_ev_per_a": 5.2, "charge": 0, "total_energy_ev": -87917.483}


3.
{"formula": "C26H28HfN6O5", "method": "ωB97M-V/def2-TZVPD", "elements": ["Hf", "O", "C", "N", "C", "C", "C", "C", "C", "C", "N", "C", "O", "C", "C", "C", "C", "C", "N", "C", "C", "C", "C", "C", "N", "H", "H", "H", "H", "H", "H", "H", "H", "H", "H", "H", "H", "C", "N", "C", "C", "O", "C", "O", "C", "C", "O", "N", "C", "C", "H", "H", "H", "H", "H", "H", "H", "H", "H", "H", "H", "H", "H", "H", "H", "H"], "positions_angstrom": [[-0.548722, 0.355403, 0.370839], [-0.735300, 3.621530, -1.883058], [-0.895914, 2.893614, -0.929020], [-1.487071, 1.671292, -0.871890], [-2.100987, 1.038190, -1.984251], [-2.521980, 1.659378, -3.153789], [-3.160339, 0.909919, -4.133152], [-3.386274, -0.445862, -3.953759], [-2.993246, -1.078879, -2.781536], [-2.357671, -0.339396, -1.791905], [-1.947496, -0.814140, -0.522069], [-2.389722, -1.949444, 0.078545], [-2.984117, -2.885028, -0.399959], [-2.081171, -1.902220, 1.566143], [-2.492025, -2.927032, 2.397351], [-2.314720, -2.796309, 3.765512], [-1.739027, -1.631987, 4.258545], [-1.338138, -0.659588, 3.365926], [-1.495973, -0.780295, 2.039606], [-0.400042, 3.303170, 0.445315], [-0.153662, 4.635016, 0.717064], [0.238400, 4.998584, 1.994911], [0.400103, 4.004409, 2.952076], [0.171063, 2.692979, 2.593522], [-0.233449, 2.330714, 1.367465], [-2.361308, 2.717193, -3.291454], [-3.493921, 1.397835, -5.039042], [-3.892007, -1.015797, -4.721538], [-3.204852, -2.125339, -2.620171], [-2.965345, -3.793129, 1.955319], [-2.637194, -3.579238, 4.438716], [-1.609311, -1.477379, 5.320127], [-0.892062, 0.259544, 3.717694], [-0.291692, 5.354485, -0.077963], [0.421171, 6.034962, 2.244851], [0.704214, 4.239194, 3.961840], [0.340326, 1.896542, 3.305146], [1.674101, 1.664798, -3.532632], [1.402468, 0.254694, -3.241309], [1.482080, -0.686688, -4.359067], [1.073145, -0.138450, -2.042592], [1.014047, 0.636578, -1.039671], [0.756003, -1.606675, -1.775477], [0.568252, -1.772551, -0.366320], [1.721274, -2.144472, 0.383098], [1.918034, -1.168546, 1.533559], [1.184015, -0.148794, 1.603216], [2.847587, -1.444105, 2.420380], [3.101067, -0.549537, 3.551235], [3.661889, -2.658419, 2.341668], [0.987095, 2.006935, -4.305277], [2.699300, 1.776031, -3.884100], [1.525563, 2.267843, -2.644963], [1.593285, -0.123708, -5.279773], [0.574075, -1.284877, -4.438477], [2.344742, -1.347553, -4.261665], [1.548205, -2.259644, -2.143497], [-0.178872, -1.888716, -2.261999], [2.618163, -2.155798, -0.240083], [1.561471, -3.149491, 0.778578], [2.460303, 0.320986, 3.478368], [4.141743, -0.229655, 3.536559], [2.903118, -1.073402, 4.485942], [4.195922, -2.721129, 1.393481], [3.054280, -3.555008, 2.469889], [4.397108, -2.633545, 3.138992]], "atomic_forces_ev_per_a": [[2.2, -0.6, 1.2], [0.0, 0.0, 0.0], [-0.2, 0.2, 0.0], [-0.8, 0.8, -0.7], [-0.2, -0.2, -0.2], [0.1, 0.1, 0.0], [0.0, 0.0, 0.0], [0.0, 0.0, 0.0], [0.1, -0.1, 0.1], [-0.2, 0.3, -0.3], [-1.1, -0.3, -0.6], [-0.1, 0.0, 0.1], [0.0, 0.0, 0.0], [-0.3, -0.2, 0.2], [0.0, 0.0, -0.1], [0.0, 0.1, 0.0], [0.0, -0.1, 0.0], [0.0, 0.0, 0.0], [-0.5, -0.7, 0.5], [0.0, 0.4, 0.0], [0.0, 0.0, -0.1], [0.0, -0.1, 0.0], [0.0, 0.0, -0.1], [0.2, -0.1, 0.1], [-0.2, 0.9, 0.0], [0.0, 0.0, 0.0], [0.0, 0.0, 0.0], [0.0, 0.0, 0.0], [0.0, 0.0, 0.0], [0.0, 0.0, 0.0], [0.0, 0.0, 0.0], [0.0, 0.0, 0.0], [0.0, 0.0, 0.0], [0.0, 0.0, 0.0], [0.0, 0.0, 0.0], [0.0, 0.0, 0.0], [0.0, 0.0, 0.0], [0.0, 0.2, 0.0], [0.0, 0.1, 0.1], [0.0, -0.3, -0.1], [0.2, -0.2, -0.2], [0.2, -0.1, -0.5], [0.0, 0.0, 0.0], [0.2, 0.1, 0.1], [0.0, 0.0, 0.0], [0.1, -0.1, 0.0], [0.3, -0.1, 0.3], [-0.1, 0.1, 0.0], [0.0, 0.1, 0.1], [0.1, -0.2, -0.1], [0.0, 0.0, 0.0], [0.0, -0.1, 0.0], [0.0, 0.0, 0.0], [0.0, 0.1, 0.0], [0.0, 0.1, 0.0], [0.0, 0.1, 0.0], [0.0, 0.0, 0.0], [0.0, 0.0, 0.0], [0.0, 0.0, 0.0], [0.0, 0.0, 0.0], [0.0, 0.0, 0.0], [0.0, 0.0, 0.0], [0.0, 0.0, 0.0], [0.0, 0.0, 0.0], [0.0, 0.0, 0.0], [0.0, 0.0, 0.0]], "homo_ev": -13.07, "largest_force_ev_per_a": 2.6, "charge": 2, "total_energy_ev": -47893.808}


4.
{"formula": "C29H43AuN3S3Si2Te", "method": "ωB97M-V/def2-TZVPD", "elements": ["Au", "S", "C", "N", "C", "C", "N", "C", "C", "C", "C", "C", "C", "C", "C", "S", "C", "C", "C", "C", "C", "C", "C", "H", "H", "H", "H", "H", "H", "H", "H", "H", "H", "H", "H", "H", "H", "H", "H", "H", "H", "C", "Si", "C", "C", "C", "Te", "C", "Si", "C", "C", "C", "H", "H", "H", "H", "H", "H", "H", "H", "H", "H", "H", "H", "H", "H", "H", "H", "H", "H", "H", "H", "H", "H", "S", "C", "C", "N", "C", "H", "H", "H"], "positions_angstrom": [[-1.338322, -1.430543, -1.066327], [0.936550, -0.909865, -1.086778], [1.466704, -1.638835, 0.378841], [2.672879, -2.093106, 0.514646], [3.138049, -2.605100, 1.817301], [2.533158, -1.778403, 2.913135], [1.069123, -1.763594, 2.750321], [0.283785, -1.838631, 4.014300], [0.511158, -3.164303, 4.686210], [1.164725, -3.220934, 5.911461], [1.383967, -4.446866, 6.524823], [0.958026, -5.614902, 5.910685], [0.303583, -5.561568, 4.685253], [0.076564, -4.338979, 4.075264], [0.540583, -1.727351, 1.565886], [-1.153895, -1.784250, 1.335798], [3.693467, -2.111764, -0.568085], [4.781085, -1.112423, -0.272922], [4.484253, 0.248350, -0.220267], [5.482009, 1.164697, 0.068423], [6.781831, 0.727268, 0.296471], [7.081645, -0.625009, 0.235927], [6.080812, -1.546363, -0.043274], [4.222426, -2.513279, 1.831608], [2.861780, -3.658826, 1.900923], [2.900657, -0.749667, 2.896569], [2.746512, -2.224086, 3.882956], [-0.761774, -1.662759, 3.771237], [0.635553, -1.015381, 4.638267], [1.488336, -2.308084, 6.399205], [1.883839, -4.487457, 7.482827], [1.124691, -6.569352, 6.391002], [-0.042672, -6.473553, 4.218060], [-0.463132, -4.299758, 3.133425], [3.187547, -1.923771, -1.511487], [4.091827, -3.127445, -0.584030], [3.474711, 0.596808, -0.420510], [5.255704, 2.221974, 0.104910], [7.561538, 1.444406, 0.513745], [8.094473, -0.965203, 0.402581], [6.320460, -2.602324, -0.099445], [0.475086, 1.352257, -4.455371], [0.093329, 3.048916, -3.763715], [-1.314537, 3.859883, -4.669191], [1.603630, 4.117843, -3.619589], [-0.496903, 2.739946, -1.946329], [-2.174419, 1.470062, -1.865521], [-3.183830, 2.293414, -0.234170], [-4.516462, 3.604061, -0.814405], [-5.182235, 4.358875, 0.741668], [-3.620368, 4.820558, -1.905090], [-5.775573, 2.612116, -1.768614], [0.756240, 1.434710, -5.507648], [-0.381421, 0.669524, -4.421330], [1.315911, 0.885427, -3.937509], [-1.022994, 4.045199, -5.705803], [-1.575079, 4.828422, -4.238779], [-2.217090, 3.242015, -4.703636], [1.999637, 4.356658, -4.608880], [2.397209, 3.618070, -3.060179], [1.381359, 5.064636, -3.124159], [-0.797025, 3.657228, -1.436020], [0.278199, 2.248274, -1.350931], [-2.436836, 2.747532, 0.418438], [-3.689492, 1.477240, 0.286529], [-4.408492, 4.888466, 1.299921], [-5.633335, 3.616090, 1.401622], [-5.958045, 5.085550, 0.488279], [-2.821719, 5.344725, -1.375439], [-4.325855, 5.583045, -2.244530], [-3.202246, 4.362209, -2.806399], [-6.232328, 1.831295, -1.155327], [-5.362324, 2.153185, -2.672036], [-6.587094, 3.266617, -2.095060], [-4.870896, -4.057162, -2.290956], [-5.468873, -2.490190, -1.969223], [-4.457393, -1.668832, -1.606070], [-3.231129, -2.290901, -1.532186], [-3.323001, -3.571080, -1.846029], [-6.512902, -2.247284, -2.082505], [-4.554935, -0.623633, -1.356050], [-2.480007, -4.244723, -1.846726]], "atomic_forces_ev_per_a": [[-0.1, -0.4, -0.1], [-0.1, 0.0, 0.1], [0.1, 0.0, -0.1], [0.0, 0.0, 0.0], [0.0, 0.0, 0.0], [0.0, 0.0, 0.0], [0.0, 0.0, 0.0], [0.0, 0.0, 0.0], [0.0, -0.1, 0.0], [0.0, 0.0, 0.0], [0.0, 0.0, 0.0], [0.0, 0.0, 0.0], [0.0, 0.0, 0.0], [0.0, 0.0, 0.0], [0.0, 0.0, 0.2], [0.0, 0.0, 0.0], [0.0, 0.0, 0.0], [0.0, 0.0, 0.0], [0.0, 0.0, 0.0], [0.0, 0.0, 0.0], [0.0, 0.0, 0.0], [0.0, 0.0, 0.0], [0.0, 0.0, 0.0], [0.0, 0.0, 0.0], [0.0, 0.0, 0.0], [0.0, 0.0, 0.0], [0.0, 0.0, 0.0], [0.0, 0.0, 0.0], [0.0, 0.0, 0.0], [0.0, 0.0, 0.0], [0.0, 0.0, 0.0], [0.0, 0.0, 0.0], [0.0, 0.0, 0.0], [0.0, 0.0, 0.0], [0.0, 0.0, 0.0], [0.0, 0.0, 0.0], [0.0, 0.0, 0.0], [0.0, 0.0, 0.0], [0.0, 0.0, 0.0], [0.0, 0.0, 0.0], [0.0, 0.0, 0.0], [-0.1, 0.0, 0.0], [0.1, 0.0, 0.0], [0.1, 0.0, -0.1], [0.0, 0.0, 0.0], [-0.1, 0.0, 0.0], [0.0, 0.3, 0.1], [0.0, 0.0, 0.0], [0.0, 0.0, 0.0], [0.0, 0.0, 0.0], [-0.1, 0.0, 0.0], [0.0, 0.0, 0.0], [0.0, 0.0, 0.0], [0.0, 0.0, 0.0], [0.0, 0.0, 0.0], [0.0, 0.0, 0.0], [0.0, 0.0, 0.0], [0.0, 0.0, 0.0], [0.0, 0.0, 0.0], [0.0, 0.0, 0.0], [0.0, 0.0, 0.0], [0.0, 0.0, 0.0], [0.0, 0.0, 0.0], [0.0, 0.0, 0.0], [0.0, 0.0, 0.0], [0.0, 0.0, 0.0], [0.0, 0.0, 0.0], [0.0, 0.0, 0.0], [0.0, 0.0, 0.0], [0.0, 0.0, 0.0], [-0.1, 0.0, 0.1], [0.0, 0.0, 0.0], [0.0, 0.0, 0.0], [0.0, 0.0, 0.0], [0.0, 0.0, 0.3], [0.1, 0.0, -0.2], [-0.1, 0.0, 0.2], [0.2, 0.1, 0.1], [0.0, 0.0, -0.2], [0.0, 0.0, 0.0], [0.0, 0.0, 0.0], [0.0, 0.0, 0.0]], "homo_ev": [-16.00, -16.00], "largest_force_ev_per_a": 0.5, "charge": 3, "total_energy_ev": -94464.308, "spin_multiplicity": 3}


5.
{"formula": "C6H5FI2", "method": "ωB97M-V/def2-TZVPD", "elements": ["C", "C", "C", "C", "C", "C", "F", "I", "I", "H", "H", "H", "H", "H"], "positions_angstrom": [[0.085530, 0.444423, -0.954629], [1.359771, 0.104155, -1.304472], [-0.167552, 0.201803, 0.435417], [2.047319, -0.469554, -0.146253], [1.254272, -0.578411, 0.900413], [-2.169992, -0.028320, 0.535588], [-2.420129, -0.207432, 1.896374], [-2.900461, 1.874412, -0.012399], [-2.753849, -1.683012, -0.634588], [-0.682629, 0.949474, -1.481822], [2.000027, 0.176958, -2.223084], [-0.012677, 1.002147, 1.152702], [3.104305, -0.846311, 0.004580], [1.256069, -0.940327, 1.832173]], "atomic_forces_ev_per_a": [[1.8, 0.5, -0.7], [0.6, -0.1, -0.5], [-0.3, -1.8, 1.4], [1.6, -1.0, 1.0], [-4.6, 1.6, -3.2], [4.0, -0.1, 1.9], [-0.1, -0.1, -1.5], [-0.2, -0.1, 0.0], [-0.1, 0.2, 0.2], [-0.1, 0.2, -1.1], [-1.5, 0.3, 0.6], [-0.7, 0.8, -0.2], [-1.2, 0.7, -1.0], [0.8, -1.3, 3.3]], "homo_ev": -8.85, "largest_force_ev_per_a": 5.8, "charge": 0, "total_energy_ev": -25217.440}